# 1
This record from OMol25 describes a cluster of 12 separate species, C14H53NO12 in total. The level of theory is the ωB97M-V functional and the def2-TZVPD basis.

Multiplicity ... 2
Maximum force ... 3.72 eV/Å
E_HOMO (spin up / spin down) ... -0.3 / -7.5 eV
Electronic energy ... -1522.70982 Ha
Net charge ... -1
Kohn-Sham gap (spin up / spin down) ... 2.7 / 9.9 eV

```
80
Properties=species:S:1:pos:R:3:forces:R:3
C 1.919 29.111 -28.755 0.666 -0.543 -0.124
C 0.608 29.863 -28.859 1.407 0.537 -1.526
O 0.129 30.008 -27.617 -1.276 0.277 3.479
H 2.748 29.647 -28.294 -0.257 0.574 0.025
H 2.321 28.725 -29.692 -0.224 -0.096 -0.163
H 1.747 28.291 -28.057 -0.076 -0.341 -0.243
H -0.089 29.349 -29.520 -0.016 -0.047 -0.244
H 0.735 30.905 -29.155 0.364 -0.060 -1.174
H -0.713 29.558 -27.511 -0.294 -0.293 -0.011
C -3.761 28.710 -24.275 0.620 -0.164 0.976
C -2.507 29.617 -24.527 -1.988 -1.098 -1.254
O -2.813 30.361 -25.728 0.737 -0.027 0.505
H -3.678 28.227 -23.301 0.231 -0.233 0.094
H -4.007 27.910 -24.973 0.556 0.161 -0.443
H -4.682 29.285 -24.180 0.175 0.514 -0.200
H -1.589 29.096 -24.801 -0.133 -0.298 0.417
H -2.350 30.182 -23.608 0.118 0.594 -0.326
H -3.251 31.184 -25.497 -0.283 0.655 -0.012
C -0.756 29.914 -20.497 1.785 0.472 -2.053
C -1.331 29.572 -19.198 1.476 -0.439 0.209
O -2.535 30.194 -19.063 -1.913 0.442 1.033
H -0.707 30.998 -20.600 -0.240 0.099 -0.052
H -1.203 29.519 -21.410 -0.537 -0.148 0.220
H 0.288 29.606 -20.555 0.249 -0.231 0.066
H -0.617 29.998 -18.493 -0.277 -0.062 0.594
H -1.343 28.493 -19.043 -0.276 -0.222 0.160
H -3.169 29.712 -19.599 -0.287 0.020 -0.264
C -4.617 22.917 -26.941 1.337 1.947 0.588
C -3.778 23.741 -25.853 -0.810 0.115 -0.302
O -3.367 25.104 -26.188 -0.706 -1.599 -1.161
H -4.715 21.875 -26.635 -0.071 0.155 0.233
H -4.075 22.938 -27.887 -0.149 0.009 -0.122
H -5.582 23.414 -27.046 -0.038 -0.270 -0.200
H -2.911 23.133 -25.595 0.183 0.124 0.155
H -4.460 23.814 -25.005 0.240 -0.145 0.349
H -3.265 25.621 -25.386 0.033 -0.383 0.381
C -5.943 29.706 -28.328 -1.253 -0.224 0.981
C -6.306 28.460 -27.507 2.221 0.918 0.141
O -6.857 27.527 -28.378 -1.270 -1.134 0.191
H -6.917 30.179 -28.454 0.222 0.661 -0.292
H -5.611 29.407 -29.323 0.440 0.099 0.143
H -5.248 30.347 -27.785 -0.006 0.113 -0.317
H -6.895 28.674 -26.616 -1.011 0.043 -0.611
H -5.408 28.115 -26.995 0.501 -0.596 -0.400
H -6.280 27.391 -29.133 0.205 0.120 0.198
C 1.289 27.409 -24.211 0.281 -1.105 -0.373
C 0.461 26.101 -24.063 -0.713 1.353 1.403
C -0.988 26.449 -23.758 -1.119 0.872 -1.069
O -1.927 25.359 -23.761 0.711 -0.373 1.680
C -1.731 24.453 -22.637 0.202 0.324 -1.467
N 0.417 25.334 -25.280 0.970 -0.178 -0.121
H 1.224 28.106 -23.376 -0.313 -0.106 -0.023
H 1.079 27.904 -25.159 -0.359 0.245 0.062
H 2.333 27.107 -24.297 0.145 0.027 0.079
H 0.846 25.599 -23.176 0.412 -0.606 -0.275
H -1.346 26.960 -24.652 0.127 0.459 -0.115
H -1.128 27.179 -22.961 -0.093 -0.383 0.670
H -2.032 24.904 -21.692 -0.002 -0.007 -0.025
H -0.680 24.164 -22.658 0.091 -0.031 0.505
H -2.287 23.546 -22.876 -0.276 0.179 0.213
H -0.450 24.818 -25.225 -0.154 -0.437 -0.284
H 0.226 26.065 -25.950 0.015 -0.177 -0.793
O -5.346 31.896 -23.251 -0.344 -0.923 0.643
H -5.959 32.579 -23.524 -0.319 0.451 -0.135
H -4.668 31.897 -23.926 0.481 0.490 -0.465
O -4.219 27.656 -20.913 0.381 -0.841 0.112
H -4.738 27.725 -20.112 -0.187 0.069 0.117
H -4.321 28.507 -21.339 -0.122 0.655 0.027
O -4.578 30.391 -21.189 0.296 -0.823 0.727
H -4.307 31.198 -20.751 0.115 0.299 0.014
H -4.837 30.669 -22.067 -0.514 0.643 -0.591
O -1.441 33.602 -27.676 0.133 0.324 -0.360
H -2.164 33.024 -27.433 -0.342 -0.140 0.268
H -0.655 33.138 -27.388 0.206 -0.224 0.142
O -2.393 28.881 -28.001 0.369 -0.668 -0.560
H -2.620 29.482 -27.291 -0.558 0.576 0.917
H -2.386 29.430 -28.786 -0.136 0.124 -0.297
O -3.620 32.997 -25.037 0.248 -1.539 -0.729
H -4.191 33.764 -24.989 -0.865 1.056 0.021
H -2.783 33.298 -24.684 0.855 0.419 0.440
```
Positions in Å, forces in eV/Å.

***

# 2
This record from OMol25 describes a cluster of 13 separate species, C14H54O13 in total. The level of theory is the ωB97M-V functional and the def2-TZVPD basis.

Maximum force ... 1.86 eV/Å
E_HOMO ... -9.4 eV
Electronic energy ... -1543.73793 Ha
Net charge ... 0
Energy relative to the best compared isomer or geometry (same formula, charge and spin) ... 64.35 kcal per mole
Kohn-Sham gap ... 9.5 eV

```
81
Properties=species:S:1:pos:R:3:forces:R:3
O 1.952 2.215 2.827 -0.509 0.458 0.304
H 2.492 2.515 3.558 0.218 0.134 0.145
H 1.577 1.388 3.130 -0.198 -0.748 0.214
O -2.571 0.437 -0.914 -0.356 -0.474 -0.505
H -3.384 -0.055 -1.030 -0.104 -0.243 -0.125
H -2.824 1.202 -0.399 -0.059 0.812 0.559
O -2.931 2.636 0.692 -0.762 -0.199 -0.138
H -2.055 2.853 1.010 0.982 0.238 0.055
H -3.520 3.162 1.233 -0.291 0.001 0.022
C -2.163 -2.999 -1.064 -1.577 -0.876 -0.235
C -2.699 -4.326 -1.667 0.564 0.720 0.402
C -1.615 -5.345 -1.555 1.081 -1.055 -0.337
O -3.812 -4.737 -0.895 -0.640 -0.050 0.388
H -2.074 -3.184 0.006 0.741 -0.070 0.044
H -3.008 -2.311 -1.076 0.252 0.482 -0.476
H -1.263 -2.647 -1.569 -0.152 0.172 0.314
H -3.042 -4.205 -2.694 0.311 0.190 -0.204
H -0.710 -5.045 -2.083 0.007 0.275 -0.092
H -1.843 -6.332 -1.959 -0.444 0.018 -0.067
H -1.307 -5.515 -0.524 -0.207 0.193 0.176
H -4.546 -4.932 -1.482 0.024 -0.042 0.084
C -1.370 2.997 -3.107 -0.203 0.453 0.834
C -1.356 1.851 -4.089 -0.220 0.374 0.591
C -2.605 1.792 -4.907 -0.214 -0.190 0.633
O -0.304 2.064 -4.959 1.452 0.284 -1.131
H -2.139 2.866 -2.347 0.059 0.030 0.125
H -1.490 3.984 -3.552 -0.482 -0.123 -0.582
H -0.409 3.135 -2.611 0.172 -0.578 0.318
H -1.169 0.907 -3.578 -0.314 -0.184 0.391
H -2.715 2.757 -5.401 -0.162 -0.219 -0.319
H -3.417 1.654 -4.192 -0.352 -0.089 -0.276
H -2.542 0.939 -5.582 -0.236 0.254 -0.216
H 0.395 2.403 -4.394 0.482 -0.025 -0.406
C 3.452 3.848 0.429 0.481 -1.526 -0.397
O 3.134 2.442 0.533 0.364 1.219 -0.681
H 4.102 3.927 -0.442 -0.390 0.278 -0.281
H 2.536 4.431 0.334 0.217 0.354 -0.014
H 4.101 4.175 1.242 -0.316 0.165 0.426
H 2.663 2.360 1.365 0.023 -0.462 0.264
C 1.621 -3.853 -0.286 -0.011 0.029 -1.131
O 2.323 -4.384 0.798 0.006 -0.125 1.049
H 0.631 -3.469 -0.040 -0.106 -0.104 0.131
H 2.181 -3.050 -0.765 0.036 0.165 -0.103
H 1.525 -4.668 -1.004 -0.194 0.136 -0.140
H 2.040 -3.889 1.570 0.240 -0.142 0.157
C 3.483 -1.508 1.545 1.476 -0.864 0.110
O 4.505 -0.655 2.094 -1.025 0.371 -0.125
H 2.611 -1.674 2.177 -0.226 0.520 0.296
H 3.172 -1.200 0.546 0.224 0.361 0.190
H 3.975 -2.478 1.478 -0.392 -0.321 -0.484
H 4.840 -1.105 2.873 0.075 0.027 0.006
C 0.173 -0.079 0.636 0.719 0.183 -0.099
O -0.112 -0.330 -0.731 1.711 -0.106 0.483
H -0.177 0.895 0.977 -1.113 -0.281 0.215
H -0.043 -0.960 1.240 -0.718 0.243 0.347
H 1.228 0.095 0.848 0.529 -0.351 -0.933
H -1.044 -0.177 -0.904 -0.627 0.278 0.114
C 2.466 0.926 -2.762 0.167 -0.470 -0.078
O 2.361 -0.318 -2.042 0.595 0.994 -0.715
H 3.026 1.706 -2.247 -0.079 -0.112 0.544
H 2.999 0.782 -3.702 -0.021 -0.404 -0.042
H 1.485 1.319 -3.028 -0.168 -0.059 0.157
H 1.517 -0.288 -1.586 -0.501 -0.087 0.182
C 1.116 -0.485 5.651 0.088 -1.153 -0.043
O 1.159 -0.410 4.238 0.247 1.163 -0.701
H 1.885 -1.196 5.956 -0.083 -0.093 0.426
H 1.349 0.456 6.150 -0.238 0.161 -0.505
H 0.127 -0.861 5.914 0.027 0.153 0.564
H 1.163 -1.290 3.855 0.021 -0.009 0.175
C -0.243 4.605 0.024 0.334 -0.315 -1.196
O -0.408 3.557 0.954 -0.476 0.214 0.727
H 0.177 5.559 0.344 -0.062 -0.119 0.814
H 0.417 4.251 -0.769 0.000 0.065 -0.243
H -1.217 4.799 -0.424 -0.001 -0.055 0.116
H 0.407 3.249 1.357 0.387 0.176 -0.038
C -2.080 -1.010 3.605 -0.609 0.416 -1.316
O -3.149 -1.935 3.760 0.196 -0.067 0.628
H -1.097 -1.476 3.542 -0.088 -0.183 0.249
H -2.271 -0.520 2.650 0.520 0.299 -0.161
H -2.082 -0.193 4.327 -0.117 -0.395 0.456
H -3.562 -2.043 2.900 0.019 -0.087 0.114
```
Positions in Å, forces in eV/Å.